Entry 1:
The following is a DFT calculation (ωB97M-V with the def2-TZVPD basis set) of a 2-piece molecular cluster, C4H8N2O overall.

Results
Gap between HOMO and LUMO   9.64 eV
Relative energy (zero: lowest compared OMol25 entry of this formula, charge and spin)   2.6789 eV
SMILES   CC(=O)CN.C#N

Last column: natural (NBO) charge in e.
Positions of all 15 atoms, in Å:
C  0.4843  0.9735  1.6066  -0.726
C  0.9117  -0.1133  0.6356  0.589
O  1.0981  -1.2686  0.9487  -0.559
C  0.8262  0.3451  -0.7974  -0.354
N  1.0605  -0.6905  -1.8627  -0.822
H  1.0256  1.8849  1.3208  0.224
H  0.6376  0.7213  2.6288  0.231
H  -0.6445  0.9274  1.4464  0.245
H  -0.1679  0.4882  -0.9424  0.249
H  1.3965  1.2459  -0.9197  0.196
H  0.3703  -1.3885  -1.6683  0.361
H  2.0520  -1.1068  -1.7837  0.359
C  -3.0782  -0.6466  -0.2466  0.126
N  -1.9615  -0.3574  -0.4216  -0.351
H  -4.0108  -1.0145  0.0554  0.232



Entry 2:
The following is a DFT calculation (ωB97M-V with the def2-TZVPD basis set) of a 14-piece molecular cluster, C36H91N11O20 overall.

Results
<S²>   0.7549
2S+1   2
Total charge   +9
Gap between HOMO and LUMO (alpha / beta)   7.55 / 4.56 eV

Last column: Mulliken spin population.
Positions of all 158 atoms, in Å:
C  2.1237  4.6119  -0.9660  0.000
C  1.9873  4.3985  -2.4841  0.000
O  1.3361  3.4851  -3.0453  0.000
N  2.3697  5.6014  -3.3601  0.000
H  1.5002  5.9071  -3.7731  0.000
H  2.6928  6.3400  -2.7517  0.000
C  3.3024  5.0496  -4.3891  0.000
H  1.6231  5.5435  -0.7023  0.000
H  3.1614  4.8743  -0.7599  0.000
H  1.6940  3.7579  -0.4424  0.000
H  4.0489  4.4200  -3.9049  0.000
H  3.8480  5.7477  -5.0240  0.000
H  2.6600  4.5298  -5.0998  0.000
C  4.6348  -0.1541  2.6845  0.000
C  5.5878  -0.7372  3.7361  0.000
O  6.7984  -0.8970  3.4732  0.000
N  5.0697  -0.4450  5.1775  0.000
H  4.2485  0.1277  5.3106  0.000
H  4.6334  -1.3340  5.3757  0.000
C  6.0605  -0.0822  6.2564  0.000
H  5.1712  -0.3395  1.7539  0.000
H  4.5654  0.9315  2.7534  0.000
H  3.6422  -0.5739  2.5218  0.000
H  6.3949  -0.9948  6.7498  0.000
H  5.6214  0.4641  7.0912  0.000
H  6.9499  0.3529  5.8007  0.000
C  -0.4116  3.6748  3.6396  0.000
C  0.5520  3.2948  2.5168  0.000
O  0.1831  2.5708  1.6301  0.000
N  2.0307  3.7437  2.6138  0.000
H  2.3290  3.4032  3.5167  0.000
H  2.6206  3.2281  1.9764  0.000
C  2.2931  5.2256  2.5187  0.000
H  -1.2524  2.9822  3.5997  0.000
H  -0.8476  4.6736  3.6189  0.000
H  -0.0243  3.4705  4.6377  0.000
H  2.0689  5.7082  3.4700  0.000
H  1.7224  5.7509  1.7529  0.000
H  3.3502  5.3466  2.2820  0.000
C  2.7771  -4.1557  2.2637  0.000
C  2.9955  -3.7631  3.6715  0.001
O  4.1292  -3.3327  3.9641  0.001
N  1.9181  -3.7543  4.6963  0.000
H  1.9305  -2.8637  5.1727  0.000
H  0.9630  -3.7891  4.3697  0.000
C  2.1848  -4.7519  5.8739  0.000
H  1.7279  -4.3711  2.0613  0.003
H  3.2504  -5.1268  2.1192  0.000
H  3.2052  -3.4746  1.5282  -0.002
H  1.4932  -4.4431  6.6577  0.000
H  3.2644  -4.8054  6.0142  0.000
H  1.8432  -5.6867  5.4295  0.000
C  -3.6805  -0.8095  2.5034  0.000
C  -2.7465  0.0014  3.3433  0.000
O  -1.7626  0.6559  2.9490  0.000
N  -2.8353  -0.2121  4.8456  0.000
H  -3.6877  -0.7400  4.9680  0.000
H  -2.0008  -0.7118  5.1175  0.000
C  -2.7864  1.1705  5.5701  0.000
H  -4.4770  -1.3604  3.0036  0.000
H  -3.1104  -1.4177  1.8011  0.000
H  -4.0848  0.0621  1.9886  0.000
H  -1.7426  1.4552  5.7024  0.000
H  -3.2781  0.9846  6.5250  0.000
H  -3.4686  1.9327  5.1937  0.000
C  2.2616  0.4571  -5.3591  0.000
C  1.7930  -0.3016  -4.1599  -0.001
O  0.7507  -0.0053  -3.5672  0.001
N  2.6666  -1.5369  -3.7258  0.005
H  2.1474  -2.0490  -3.0270  0.003
H  2.6582  -2.3112  -4.3743  0.001
C  4.0704  -1.0891  -3.2271  0.000
H  1.5009  1.1512  -5.7164  0.000
H  2.5841  -0.0242  -6.2823  0.000
H  2.9864  1.2377  -5.1279  0.000
H  4.0417  -0.2537  -2.5276  0.001
H  4.6193  -0.6965  -4.0831  0.000
H  4.4396  -2.0607  -2.8987  -0.001
C  -0.8015  1.3113  -1.0255  0.000
C  -0.5469  -0.1660  -0.6265  0.000
O  -1.5165  -0.9355  -0.5116  -0.001
N  0.7859  -0.6409  -0.0429  0.007
H  0.8242  -1.4874  -0.5926  0.018
H  1.6430  -0.1375  -0.2221  -0.005
C  0.5986  -0.8196  1.4446  -0.002
H  -1.4225  1.3103  -1.9213  0.000
H  0.1300  1.7049  -1.4323  0.000
H  -1.2972  1.9524  -0.2965  0.000
H  1.3314  -1.5558  1.7749  0.000
H  -0.3673  -1.2956  1.6137  0.000
H  0.6692  0.1734  1.8884  -0.001
C  -3.8656  1.2716  -5.4397  0.000
C  -2.9386  2.2239  -4.7750  0.000
O  -2.4933  2.0414  -3.6327  0.000
N  -2.3798  3.3782  -5.5945  0.000
H  -2.8596  3.2608  -6.4755  0.000
H  -2.6115  4.2432  -5.1273  0.000
C  -0.8645  3.2124  -5.7605  0.000
H  -3.3544  0.6825  -6.2012  0.000
H  -4.8005  1.7429  -5.7428  0.000
H  -4.1466  0.5926  -4.6347  0.000
H  -0.8895  2.3456  -6.4209  0.000
H  -0.3342  3.0912  -4.8159  0.000
H  -0.5153  3.9860  -6.4443  0.000
C  -6.4337  1.1910  -0.7356  0.000
C  -5.0143  1.6955  -0.5370  0.000
O  -4.0058  1.0485  -0.8623  0.000
N  -4.8281  3.2271  -0.1658  0.000
H  -5.6343  3.6043  0.3115  0.000
H  -4.1276  3.3233  0.5554  0.000
C  -4.4140  4.1791  -1.3496  0.000
H  -6.6221  0.3106  -0.1211  0.000
H  -6.4495  0.9455  -1.7974  0.000
H  -7.1698  1.9282  -0.4149  0.000
H  -5.2488  4.2912  -2.0415  0.000
H  -3.4700  3.8791  -1.8046  0.000
H  -4.2879  5.2124  -1.0265  0.000
C  -2.0821  -1.8386  -3.4234  0.003
C  -2.9979  -2.4910  -4.4474  0.000
O  -2.7284  -2.4280  -5.6796  0.000
N  -4.1513  -3.3410  -3.8488  0.000
H  -4.1888  -3.4434  -2.8447  0.000
H  -4.9557  -2.7304  -3.8335  0.000
C  -4.2727  -4.6341  -4.4638  0.000
H  -1.8190  -0.7935  -3.5864  0.000
H  -1.1904  -2.4649  -3.4520  0.001
H  -2.7250  -1.9019  -2.5455  0.000
H  -4.3723  -4.4863  -5.5392  0.000
H  -5.1443  -5.1648  -4.0807  0.000
H  -3.4188  -5.1686  -4.0476  0.000
C  -0.8113  -4.6837  0.6775  -0.002
C  -2.0673  -4.7896  -0.0814  0.002
O  -2.0985  -4.8752  -1.3118  0.000
N  -3.3447  -4.9081  0.7427  0.000
H  -3.3165  -4.6753  1.7251  0.000
H  -3.8810  -4.1145  0.4221  0.000
C  -4.1672  -6.1704  0.4781  0.000
H  -0.9952  -5.0090  1.7015  0.000
H  -0.4534  -3.6618  0.8035  -0.001
H  -0.0097  -5.2995  0.2699  0.001
H  -4.2623  -6.1761  -0.6077  0.000
H  -5.1225  -5.9417  0.9507  0.000
H  -3.6842  -7.0383  0.9270  0.000
O  4.7651  2.3526  -1.2504  0.000
C  3.8798  2.0067  -0.2982  0.000
O  3.8410  2.6903  0.7383  0.000
O  3.1262  1.0363  -0.5250  0.001
H  4.8380  3.2687  -0.9728  0.000
O  0.5570  0.7478  4.4654  0.000
C  0.7558  -0.4942  4.8687  0.000
O  -0.1834  -1.2304  5.1162  0.000
O  1.9154  -0.8670  4.9291  0.000
H  1.5141  0.8198  4.4476  0.000
O  1.2456  -5.1026  -2.0250  0.007
C  1.8907  -4.1774  -1.4966  -0.026
O  1.4518  -3.0570  -1.6189  0.125
O  2.8597  -4.4103  -0.7581  0.860
H  0.6526  -4.5435  -2.5324  0.002



Entry 3:
The following is a DFT calculation (ωB97M-V with the def2-TZVPD basis set) of C27H74B2F8O11V2 as an isolated structure.

Results
<S²>   12.0068
2S+1   7
Gap between HOMO and LUMO (alpha / beta)   6.89 / 9.54 eV
Relative energy (zero: lowest compared OMol25 entry of this formula, charge and spin)   0.5626 eV

Last column: Mulliken spin population.
Positions of all 124 atoms, in Å:
V  -0.4382  0.0809  -0.3568  2.757
V  -2.9006  -1.7582  -1.4339  2.988
O  -1.9887  -1.2058  0.4037  -0.101
H  -1.8614  -1.6061  1.2858  0.034
O  -1.4632  -0.4484  -2.1587  -0.079
H  -1.6127  0.3041  -2.7636  0.060
B  1.0019  -2.1215  0.1497  0.019
F  2.2896  -2.5480  0.0292  0.001
F  0.6007  -1.6213  -1.0546  0.028
F  0.2135  -3.1706  0.5313  0.014
F  0.9719  -1.0403  1.0158  0.045
B  -4.9362  0.3083  -1.7317  0.021
F  -4.5446  -0.5883  -2.6707  0.014
F  -4.3495  -0.2363  -0.6024  0.015
F  -4.3398  1.4953  -2.0605  -0.003
F  -6.2664  0.3617  -1.6828  0.001
C  -0.8956  1.3940  -6.7816  0.000
C  -1.3535  1.0319  -5.3575  0.001
C  -2.8784  0.8106  -5.4149  0.000
O  -0.7360  -0.1059  -4.8520  0.000
H  -1.3663  0.7699  -7.5412  0.000
H  0.1666  1.1763  -6.8930  0.000
H  -1.1679  2.4146  -7.0506  0.000
H  -1.1131  1.8243  -4.6488  -0.002
H  -3.1990  1.6730  -5.9994  0.000
H  -3.3414  0.9685  -4.4409  -0.001
H  -3.2273  -0.0996  -5.9028  0.000
H  -1.2239  -0.2979  -4.0478  0.014
C  3.7111  3.6550  1.0139  0.000
C  4.3799  2.2460  1.1759  0.000
C  4.5340  1.8428  2.6379  -0.001
O  3.4899  1.3925  0.5382  -0.005
H  2.6260  3.7404  1.0715  0.000
H  3.9641  4.1261  0.0641  0.000
H  4.1048  4.3797  1.7266  0.000
H  5.3205  2.1138  0.6411  0.000
H  3.5688  2.0473  3.1013  0.000
H  5.1842  2.4919  3.2244  0.000
H  4.8869  0.8321  2.8431  0.000
H  3.7057  0.4952  0.8024  0.000
C  5.8411  -0.9635  -1.0187  0.000
C  5.6457  -1.5827  0.3620  0.000
C  6.7885  -1.2744  1.3278  0.000
O  4.4290  -1.1360  0.9650  0.000
H  6.0365  0.1089  -1.0202  0.000
H  5.0285  -1.0268  -1.7425  0.000
H  6.7090  -1.2999  -1.5859  0.000
H  5.5029  -2.6545  0.2244  0.000
H  6.9668  -0.2009  1.3904  0.000
H  7.6879  -1.6414  0.8334  0.000
H  6.5607  -1.7442  2.2846  0.000
H  3.7304  -1.6315  0.5314  -0.001
C  -1.8903  3.5421  -2.1632  -0.003
C  -1.8802  3.2637  -0.6925  0.004
C  -2.9780  3.9815  0.0601  0.000
O  -2.0524  1.8604  -0.5513  0.021
H  -1.0231  3.1860  -2.7193  0.004
H  -1.8697  4.6063  -2.3978  0.000
H  -2.7463  3.1344  -2.7009  0.001
H  -0.9172  3.4427  -0.2143  -0.012
H  -3.0175  3.5474  1.0592  0.000
H  -3.9316  3.8652  -0.4548  0.000
H  -2.7218  5.0315  0.2013  0.000
H  -2.9209  1.6603  -0.9080  0.006
C  -3.6473  -0.7216  4.0916  0.000
C  -4.0932  0.3976  3.2123  0.002
C  -4.1719  1.7688  3.9256  0.000
O  -3.0497  0.5567  2.2482  0.025
H  -4.3777  -0.8192  4.8948  0.000
H  -2.6740  -0.4049  4.4664  0.000
H  -3.5591  -1.6502  3.5277  0.000
H  -5.0319  0.1122  2.7373  0.000
H  -5.1620  1.8452  4.3751  0.000
H  -4.0240  2.5681  3.1995  0.000
H  -3.4920  1.8685  4.7717  0.000
H  -3.1441  -0.1402  1.5948  0.017
C  1.8751  3.2311  -2.3227  -0.003
C  1.5416  1.7544  -2.3844  -0.002
C  2.4965  0.9018  -3.1987  -0.001
O  1.2976  1.2523  -1.0643  0.039
H  1.8110  3.6515  -3.3264  0.000
H  2.9085  3.3481  -1.9964  0.001
H  1.1743  3.6981  -1.6307  0.000
H  0.5615  1.7266  -2.8607  0.001
H  3.3704  0.6381  -2.6030  0.000
H  2.9522  1.5078  -3.9819  0.000
H  1.9914  0.0083  -3.5654  0.000
H  2.0326  1.4956  -0.4967  0.018
C  -0.1743  3.1283  2.9442  0.001
C  0.4172  1.7590  2.6382  0.010
C  0.4970  0.8464  3.8479  0.001
O  -0.4118  1.1792  1.6152  -0.006
H  -1.0415  3.0557  3.6005  0.000
H  -0.2344  3.8523  2.1316  0.000
H  0.4780  3.6933  3.6100  0.000
H  1.4497  1.9184  2.3274  0.000
H  0.9268  -0.1350  3.6475  0.000
H  -0.5339  0.6340  4.1312  -0.001
H  0.9428  1.3660  4.6961  0.001
H  -1.3083  1.1799  1.9585  0.006
C  0.2145  -4.7091  -2.5402  0.000
C  -1.2487  -4.7847  -2.0785  0.005
C  -1.6435  -5.9922  -1.2696  0.000
O  -1.5810  -3.6154  -1.3385  0.057
H  0.4601  -3.7807  -3.0559  -0.001
H  0.3942  -5.4387  -3.3298  0.001
H  0.8577  -4.9352  -1.6898  0.001
H  -1.8635  -4.7402  -2.9775  -0.004
H  -1.3493  -6.8544  -1.8681  0.000
H  -2.7159  -6.0333  -1.0791  -0.001
H  -1.1028  -6.0014  -0.3232  0.001
H  -0.9146  -3.5907  -0.6480  -0.010
C  -0.4389  -2.7526  4.5319  -0.001
C  -0.5848  -4.0803  3.8240  0.000
C  -1.8408  -4.1800  2.9769  0.006
O  0.4945  -4.3088  2.9998  0.000
H  -1.2061  -2.6386  5.2978  0.000
H  -0.4989  -1.9172  3.8343  -0.001
H  0.5097  -2.6611  5.0609  0.000
H  -0.6760  -4.7976  4.6396  0.000
H  -1.9926  -5.0725  2.3699  0.000
H  -1.9015  -3.4049  2.2130  0.001
H  -2.7141  -4.1185  3.6264  0.000
H  0.2550  -3.8670  2.1818  0.000



Entry 4:
The following is a DFT calculation (ωB97M-V with the def2-TZVPD basis set) of C8H10Br2Cd as an isolated structure.

Results
Total charge   +2
Gap between HOMO and LUMO (alpha / beta)   4.02 / 3.50 eV
Relative energy (zero: lowest compared OMol25 entry of this formula, charge and spin)   0.7616 eV

Last column: natural (NBO) charge in e.
Positions of all 21 atoms, in Å:
Cd  0.3511  3.3117  -2.2750  1.047
C  1.8227  -1.0790  -0.9285  -0.659
C  1.2388  0.0387  -0.1447  -0.006
C  0.1183  0.7291  -0.5084  -0.139
C  -0.4881  1.6703  0.3712  -0.069
C  0.1009  1.9504  1.6339  -0.230
C  1.2521  1.1952  1.9224  -0.045
C  1.8095  0.3443  1.1257  -0.046
H  1.0413  -1.7262  -1.0267  0.254
H  2.5399  -1.7240  -0.3022  0.264
H  2.1127  -0.7728  -1.9738  0.252
H  -0.2799  0.6206  -1.4493  0.223
H  -1.2971  2.2372  0.1780  0.222
H  -0.2864  2.7879  2.2201  0.274
H  1.7639  1.4595  2.8043  0.254
H  2.7650  -0.2178  1.4323  0.273
Br  -1.6552  -2.8120  0.5593  0.032
C  -3.1013  -2.1906  -0.6783  -0.509
Br  -2.5842  -0.9421  -2.0185  0.099
H  -3.7450  -1.7469  0.0796  0.248
H  -3.4790  -3.1335  -1.0214  0.261



Entry 5:
The following is a DFT calculation (ωB97M-V with the def2-TZVPD basis set) of C22H23BrCsN7O2S2 as an isolated structure.

Results
Gap between HOMO and LUMO   6.60 eV
Relative energy (zero: lowest compared OMol25 entry of this formula, charge and spin)   1.4903 eV

Last column: Löwdin charge in e.
Positions of all 58 atoms, in Å:
Cs  -0.6329  0.2113  -0.8736  1.421
C  0.4860  -4.4134  2.7103  0.000
C  -0.2153  -3.1929  3.1674  -0.343
N  -0.8843  -3.0748  4.2715  0.112
N  -1.3575  -1.8069  4.2438  0.014
C  -1.0029  -1.1088  3.1458  -0.788
S  -1.4134  0.4639  2.7266  0.556
N  -0.2426  -2.0275  2.4591  -0.089
N  0.2557  -1.8358  1.1740  0.046
H  0.3539  -5.1947  3.4524  0.087
H  1.5538  -4.2310  2.5814  0.088
H  0.0808  -4.7489  1.7550  0.091
H  -1.9413  -1.4619  4.9860  0.150
H  0.5352  -0.8563  1.1390  -0.015
H  1.1258  -2.3495  1.0431  0.098
Br  1.7275  -7.0002  -6.6085  0.715
C  2.4757  -5.2589  -6.6047  -0.700
C  1.6320  -4.1638  -6.5369  -0.126
C  2.1699  -2.8907  -6.5249  -0.030
C  3.5500  -2.7340  -6.5835  -0.299
C  4.3924  -3.8346  -6.6973  -0.036
C  3.8545  -5.1083  -6.6878  -0.127
N  4.1153  -1.4330  -6.7210  0.061
N  3.9380  -0.5158  -5.9025  0.057
C  3.3272  -0.6463  -4.6492  -0.249
C  3.4270  -1.7459  -3.8164  -0.024
C  2.8976  -1.7374  -2.5370  -0.016
C  2.2165  -0.6351  -1.9981  -0.445
O  1.7135  -0.6383  -0.8287  -0.396
C  2.1058  0.5434  -2.8682  -0.180
N  1.4431  1.6248  -2.3929  -0.007
C  1.3823  2.7084  -3.1243  -0.158
C  1.9929  2.8116  -4.3905  -0.057
C  2.6337  1.7228  -4.9055  -0.008
C  2.7011  0.5324  -4.1524  -0.099
H  0.5617  -4.3095  -6.4914  0.100
H  1.5242  -2.0262  -6.4597  0.121
H  5.4594  -3.6868  -6.7840  0.114
H  4.4941  -5.9760  -6.7570  0.099
H  3.9624  -2.6322  -4.1301  0.113
H  3.0264  -2.6038  -1.9014  0.106
H  0.8502  3.5622  -2.7136  0.100
H  1.9405  3.7443  -4.9355  0.100
H  3.1034  1.7572  -5.8782  0.108
O  -2.8369  1.5474  -0.6400  -0.841
S  -2.5507  2.7429  0.2162  0.823
C  -2.9486  4.2064  -0.7864  -0.314
C  -4.4344  4.4745  -0.6031  -0.234
C  -4.6859  4.2828  0.8855  -0.236
C  -4.0406  2.9580  1.2583  -0.301
H  -2.6424  3.9607  -1.8016  0.095
H  -2.3333  5.0298  -0.4195  0.095
H  -5.0092  3.7455  -1.1776  0.119
H  -4.7095  5.4697  -0.9522  0.115
H  -5.7467  4.2828  1.1376  0.117
H  -4.2178  5.0965  1.4459  0.116
H  -4.6482  2.1001  0.9697  0.100
H  -3.7685  2.8597  2.3060  0.080



Asked for DFT total energy across the records above, the calculation gives -9303.71432; -96020.25905; -126205.96801; -153085.04747; -129971.79720 eV in order.